Below is a cluster of 2 separate species, C4H12N2 in total at a distorted geometry, with properties calculated with wB97M-V/def2-TZVPD.

As for the HOMO-LUMO gap: 9.641 eV. As for the charge: 0. As for the SMILES: [H]/N=C/N.CCC. The calculation puts the highest occupied orbital energy at -9.0 eV. The total energy comes out at -269.04859 Ha.

Each line ends with the Mulliken charge.
Cartesian coordinates (Å):
H: -2.5556 1.3653 -0.7053  0.293
H: -1.6989 0.1921 -3.5664  0.258
H: -3.1537 0.0628 -2.5835  0.269
C: -1.4377 -0.9682 -1.7664  -1.039
H: -0.8343 1.9065 -1.6232  0.326
H: 2.7007 0.0711 4.6933  0.236
C: -2.0796 0.1576 -2.4879  -0.215
H: 1.2966 -0.2187 3.7845  0.204
H: -2.4787 2.3732 -1.8727  0.349
H: -1.5450 -1.9773 -2.1661  0.316
H: -0.3737 -0.6662 -1.5681  0.245
N: 2.2890 -0.2182 3.7864  -0.389
H: 2.2183 -0.4516 1.8012  0.189
C: 2.9221 -0.3953 2.6404  0.194
N: 4.2139 -0.6893 2.4699  -0.671
H: 4.1273 -1.0762 1.4929  0.237
C: -1.8745 1.5117 -1.5947  -1.121
H: -1.7362 -0.9794 -0.7341  0.319

***

Below is the molecule C4H12N2 at a distorted geometry, with properties calculated with wB97M-V/def2-TZVPD.

As for the HOMO-LUMO gap: 10.343 eV. As for the charge: 0. As for the SMILES: C[C@H](N)CCN. The calculation puts the highest occupied orbital energy at -9.2 eV. The total energy comes out at -269.08788 Ha.

Each line ends with the Mulliken charge.
Cartesian coordinates (Å):
H: -1.3537 -0.7740 -0.7132  0.354
H: 0.6979 -1.0513 -1.8908  0.218
H: -1.6318 0.8409 -0.1483  0.430
H: -0.2726 -0.2610 2.8876  0.328
C: -0.0598 0.7558 -1.5907  -0.739
H: -1.7424 -0.4392 1.7930  0.292
N: 0.9853 0.8889 1.0619  -0.790
H: 0.2273 1.7781 -1.3780  0.396
H: 1.7699 0.7897 0.4264  0.275
H: -0.7637 -1.7609 2.2165  0.294
H: 1.1326 -0.1505 -3.0008  0.278
H: 0.7690 -1.0781 0.4265  0.280
H: 1.3483 0.7242 1.9977  0.241
C: -0.6945 -0.6922 1.9807  -1.218
C: 0.0898 -0.2807 0.7389  0.634
N: 1.1047 -0.1097 -1.9790  -0.661
H: -0.7776 0.6695 -2.4191  0.390
C: -0.8288 0.1506 -0.4093  -1.001

***

Below is the molecule C4H12N2 at a distorted geometry, with properties calculated with wB97M-V/def2-TZVPD.

As for the HOMO-LUMO gap: 9.952 eV. As for the charge: 0. As for the SMILES: NCCCCN. The calculation puts the highest occupied orbital energy at -8.9 eV. The total energy comes out at -269.09397 Ha.

Each line ends with the Mulliken charge.
Cartesian coordinates (Å):
H: 1.7995 -0.1745 -1.2597  0.269
H: -0.9506 -2.0900 2.1946  0.237
H: 0.1237 -0.3010 2.6376  0.385
H: 0.3359 -0.9939 -1.0084  0.506
C: 1.1010 -0.0694 0.7666  -0.729
H: 0.0982 1.9210 -0.5675  0.357
H: 1.5528 0.8713 1.0898  0.302
N: -0.7870 -1.6292 1.3053  -0.606
C: 0.8464 -0.1024 -0.7372  -0.661
H: -1.8297 0.5457 -1.2696  0.219
C: 0.1384 1.1335 -1.3260  -0.690
C: -0.1529 -0.3126 1.5783  -0.468
H: -1.7342 -1.4609 0.9847  0.220
H: -1.1271 0.4112 -2.7841  0.225
H: 0.7492 1.6388 -2.0816  0.362
N: -1.1704 0.9348 -1.9255  -0.577
H: 1.8687 -0.8164 0.9600  0.360
H: -0.8618 0.4939 1.4426  0.290